No. 1
Entry from the OMol25 dataset: a molecular structure, C31H35Cl3N9OS4Y at a distorted geometry (ωB97M-V/def2-TZVPD).

Last column: Löwdin charge in e.
Atoms and positions in Å:
Y  0.045  0.489  -0.327  1.301
N  -4.010  1.184  -2.316  0.092
C  -2.705  1.237  -1.968  -0.875
S  -2.352  1.705  -0.322  0.600
N  -1.828  0.928  -2.876  0.006
N  -0.519  0.895  -2.511  -0.095
C  0.363  1.132  -3.435  -0.161
C  0.014  1.455  -4.835  -0.189
C  0.553  2.592  -5.442  -0.039
C  0.214  2.919  -6.744  -0.057
C  -0.658  2.111  -7.459  -0.056
C  -1.198  0.979  -6.864  -0.057
C  -0.874  0.656  -5.558  -0.032
C  1.780  1.152  -3.014  -0.229
C  2.802  1.118  -3.957  0.014
C  4.118  1.234  -3.537  -0.008
C  4.376  1.371  -2.183  -0.020
C  3.309  1.333  -1.302  -0.103
N  2.041  1.220  -1.692  0.019
H  -4.666  1.678  -1.735  0.093
H  -4.232  1.089  -3.296  0.116
H  1.214  3.244  -4.884  0.123
H  0.632  3.804  -7.203  0.114
H  -0.915  2.365  -8.479  0.115
H  -1.880  0.350  -7.420  0.112
H  -1.293  -0.224  -5.096  0.108
H  2.557  1.007  -5.002  0.127
H  4.924  1.233  -4.259  0.127
H  5.383  1.500  -1.813  0.120
H  3.482  1.401  -0.234  0.108
C  -4.177  -0.963  3.435  -0.508
C  -3.552  0.314  2.876  -0.522
S  -1.737  0.359  2.785  0.767
C  -1.311  0.084  4.548  -0.463
C  -0.586  -1.228  4.966  -0.486
S  -0.289  -2.494  3.694  0.807
C  -1.475  -3.799  4.130  -0.532
C  -2.953  -3.427  4.157  -0.510
S  -3.586  -2.525  2.698  0.846
H  -5.253  -0.920  3.269  0.078
H  -4.014  -1.044  4.508  0.064
H  -3.867  1.157  3.491  0.087
H  -3.861  0.500  1.849  0.030
H  -2.250  0.175  5.090  0.071
H  -0.694  0.937  4.823  0.062
H  -1.143  -1.738  5.751  0.075
H  0.397  -0.988  5.365  0.063
H  -1.188  -4.183  5.109  0.082
H  -1.276  -4.573  3.388  0.067
H  -3.185  -2.822  5.031  0.068
H  -3.530  -4.350  4.225  0.076
N  1.729  -0.721  1.100  0.041
C  2.468  0.149  1.974  -0.256
C  3.636  -0.233  2.577  0.001
C  4.317  0.632  3.455  -0.040
C  3.793  1.856  3.756  -0.006
C  2.589  2.283  3.152  -0.137
C  1.975  3.520  3.453  0.033
C  0.822  3.871  2.808  -0.011
C  0.309  3.023  1.817  -0.128
N  0.842  1.854  1.510  -0.025
C  1.945  1.446  2.211  -0.181
H  0.967  -1.163  1.634  0.037
H  2.332  -1.482  0.810  0.095
H  4.034  -1.226  2.401  0.126
H  5.236  0.303  3.919  0.120
H  4.287  2.513  4.461  0.128
H  2.422  4.163  4.200  0.135
H  0.308  4.794  3.034  0.123
H  -0.572  3.320  1.261  0.084
N  -1.715  -3.622  -0.391  0.207
C  -1.902  -2.290  -0.456  -0.633
N  -3.039  -1.847  -1.007  0.224
O  -1.002  -1.510  -0.074  -0.185
H  -2.466  -4.266  -0.569  0.122
H  -0.885  -3.965  0.055  0.112
H  -3.793  -2.475  -1.227  0.127
H  -3.256  -0.864  -0.957  0.061
Cl  3.003  -3.320  -4.172  0.662
C  2.437  -3.604  -2.519  -1.596
Cl  3.815  -3.849  -1.423  0.642
Cl  1.343  -4.997  -2.455  0.653
C  1.715  -2.425  -2.067  -0.328
N  1.161  -1.496  -1.694  0.198

Output
2S+1	1
total charge	+2
maximum force	0.025	Eh/bohr
M	873.2	g/mol
HOMO-LUMO gap	7.22	eV
HOMO	-0.467	Eh
LUMO	-0.20157	Eh


No. 2
Entry from the OMol25 dataset: a molecular structure, C31H35InN11O4 at a distorted geometry (ωB97M-V/def2-TZVPD).

Last column: Löwdin charge in e.
Atoms and positions in Å:
In  -0.109  -0.338  0.137  1.013
C  3.154  -1.088  -0.794  -0.025
O  2.276  -0.056  -0.372  -0.144
C  2.402  1.186  -0.918  -0.233
C  3.397  1.553  -1.812  -0.017
C  3.459  2.850  -2.300  -0.058
C  2.537  3.802  -1.887  -0.066
C  1.543  3.463  -0.990  0.012
C  1.456  2.156  -0.504  -0.183
N  0.479  1.727  0.368  -0.008
N  -0.239  2.548  1.011  0.146
C  -1.132  2.169  1.932  -0.175
C  -1.149  0.882  2.562  -0.360
O  -0.336  -0.070  2.279  -0.072
C  -2.098  0.652  3.604  -0.004
C  -3.067  1.551  3.904  -0.002
C  -3.129  2.811  3.251  -0.182
C  -4.168  3.720  3.513  -0.032
C  -4.187  4.955  2.913  -0.070
C  -3.150  5.315  2.050  -0.057
C  -2.144  4.429  1.747  -0.017
C  -2.115  3.153  2.325  -0.107
H  4.185  -0.861  -0.504  0.115
H  3.091  -1.253  -1.874  0.112
H  2.816  -1.984  -0.274  0.098
H  4.139  0.838  -2.129  0.115
H  4.249  3.119  -2.986  0.114
H  2.601  4.811  -2.264  0.111
H  0.834  4.198  -0.641  0.113
H  -2.036  -0.306  4.097  0.127
H  -3.807  1.316  4.655  0.125
H  -4.949  3.432  4.201  0.115
H  -4.988  5.647  3.120  0.108
H  -3.145  6.306  1.623  0.109
H  -1.356  4.706  1.065  0.104
C  -2.657  -1.902  -2.318  -0.036
N  -1.781  -1.569  -3.413  -0.057
C  -2.264  -2.028  -4.702  -0.148
C  -1.163  -1.949  -5.741  -0.137
C  -0.609  -0.535  -5.708  -0.142
N  -0.135  -0.244  -4.369  -0.072
C  0.891  0.767  -4.257  -0.008
C  -0.775  -0.685  -3.264  -0.413
O  -0.397  -0.276  -2.136  -0.038
H  -3.000  -2.928  -2.441  0.093
H  -3.528  -1.240  -2.318  0.093
H  -2.140  -1.826  -1.366  0.027
H  -3.123  -1.420  -5.018  0.137
H  -2.613  -3.059  -4.581  0.131
H  -1.564  -2.190  -6.722  0.124
H  -0.377  -2.666  -5.501  0.128
H  -1.380  0.189  -6.003  0.138
H  0.230  -0.424  -6.395  0.128
H  1.753  0.491  -4.866  0.103
H  1.190  0.850  -3.216  0.064
H  0.511  1.737  -4.587  0.108
C  -6.319  -1.471  0.278  -0.065
C  -6.714  -0.002  0.161  -0.389
C  -6.692  0.449  -1.297  -0.066
C  -5.799  0.892  1.027  -0.101
N  -4.425  0.778  0.633  -0.064
C  -3.529  -0.188  0.892  -0.082
N  -2.442  0.094  0.204  -0.013
N  -2.680  1.228  -0.447  0.030
N  -3.849  1.634  -0.203  0.116
H  -7.034  -2.097  -0.248  0.090
H  -6.300  -1.790  1.318  0.085
H  -5.340  -1.649  -0.167  0.061
H  -7.727  0.125  0.555  0.143
H  -5.706  0.301  -1.733  0.061
H  -6.946  1.502  -1.384  0.084
H  -7.408  -0.127  -1.876  0.086
H  -5.887  0.611  2.078  0.136
H  -6.076  1.941  0.899  0.137
H  -3.656  -1.031  1.538  0.159
O  0.255  -2.414  0.102  -0.202
N  -0.876  -3.086  -0.043  -0.018
C  -0.830  -4.376  -0.100  -0.292
C  -2.069  -5.030  -0.334  -0.176
N  -3.071  -5.523  -0.588  0.183
C  0.352  -5.159  0.004  -0.153
N  1.345  -5.722  0.098  0.200

Output
2S+1	1
total charge	+1
maximum force	0.039	Eh/bohr
relative energy (zero: lowest compared OMol25 entry of this formula, charge and spin)	29.82	kJ/mol
M	740.5	g/mol
HOMO-LUMO gap	6.65	eV
HOMO	-0.382	Eh
LUMO	-0.13782	Eh


No. 3
Entry from the OMol25 dataset: a molecular structure, C31H35N2O2RuS2 at a distorted geometry (ωB97M-V/def2-TZVPD).

Last column: Mulliken spin population.
Atoms and positions in Å:
Ru  0.229  -1.122  0.455  2.450
O  -0.790  0.355  -1.210  0.022
S  -1.876  1.141  -1.941  0.026
C  -3.443  0.021  -2.308  0.002
C  -3.210  -1.436  -2.124  -0.004
C  -3.748  -1.972  -0.768  0.001
C  -3.420  -3.375  -0.225  0.007
S  -1.808  -3.461  0.662  -0.005
O  -0.709  -2.808  -0.233  0.025
C  -1.930  -2.257  1.926  0.057
C  -3.122  -1.998  2.610  -0.012
C  -3.218  -0.971  3.613  0.028
C  -2.077  -0.306  3.973  -0.007
C  -0.858  -0.585  3.363  0.043
C  -0.784  -1.431  2.207  -0.131
C  -1.425  1.177  -3.678  0.011
C  -1.965  2.135  -4.578  -0.003
C  -1.846  1.915  -5.943  0.000
C  -1.042  0.818  -6.425  0.000
C  -0.432  -0.074  -5.519  -0.001
C  -0.567  0.180  -4.140  -0.013
H  -3.659  0.296  -3.345  0.001
H  -4.280  0.346  -1.591  0.000
H  -2.122  -1.677  -2.188  -0.001
H  -3.642  -2.020  -2.939  0.000
H  -4.882  -1.939  -0.887  0.000
H  -3.616  -1.275  0.024  0.002
H  -3.316  -3.990  -1.139  -0.001
H  -4.203  -3.781  0.419  0.000
H  -4.049  -2.556  2.435  0.003
H  -4.246  -0.727  4.024  0.000
H  -2.089  0.515  4.719  0.001
H  0.079  -0.025  3.690  0.016
H  0.241  -1.949  2.096  -0.004
H  -2.522  3.024  -4.178  0.000
H  -2.417  2.550  -6.672  0.000
H  -0.914  0.580  -7.486  0.000
H  0.271  -0.779  -5.860  0.000
H  -0.054  -0.394  -3.349  0.007
C  0.754  4.330  0.731  0.043
C  0.296  2.918  1.108  -0.015
C  1.129  2.256  2.178  0.068
C  1.130  2.928  3.405  0.252
C  1.933  2.478  4.431  0.003
C  2.709  1.337  4.222  0.281
C  2.746  0.636  2.958  0.177
C  3.740  -0.464  2.769  0.010
C  5.177  -0.031  2.628  0.024
C  1.843  1.072  1.964  0.104
N  1.723  0.363  0.737  0.088
C  2.681  0.355  -0.196  -0.060
C  2.741  -0.808  -0.972  0.121
C  3.681  -1.466  -1.827  0.128
C  3.052  -2.513  -2.429  0.034
C  1.795  -2.584  -1.857  0.197
N  1.618  -1.617  -0.889  -0.007
H  -0.028  5.178  0.821  -0.002
H  1.312  4.343  -0.274  0.004
H  1.495  4.657  1.491  -0.001
H  0.198  2.172  0.324  -0.015
H  -0.755  3.053  1.425  0.032
H  0.624  3.902  3.419  -0.007
H  1.830  2.870  5.444  0.010
H  3.359  0.934  4.948  -0.010
H  3.477  -1.110  1.887  0.002
H  3.695  -1.146  3.654  0.013
H  5.646  -0.189  1.648  0.003
H  5.834  -0.639  3.308  -0.002
H  5.411  1.032  2.913  -0.001
H  3.452  1.117  -0.203  -0.011
H  4.676  -1.134  -2.035  0.000
H  3.538  -3.137  -3.132  0.006
H  0.949  -3.241  -2.093  0.005

Output
2S+1	5
total charge	+3
maximum force	0.108	Eh/bohr
relative energy (zero: lowest compared OMol25 entry of this formula, charge and spin)	0.00	kJ/mol
M	632.8	g/mol
HOMO-LUMO gap (alpha / beta)	6.06 / 3.53	eV
HOMO (alpha / beta)	-0.584 / -0.583	Eh
LUMO (alpha / beta)	-0.36082 / -0.45336	Eh